(1)
Computed, not measured: a single C12H11NO molecule in a non-equilibrium geometry, with the ωB97M-V functional and the def2-TZVPD basis.

The calculation puts the HOMO energy at -8.1 eV. Its LUMO energy is 0.838 eV. Its SMILES is Nc1ccccc1Oc1ccccc1.

```
! RIJCOSX wB97M-V def2-TZVPD def2/J DEFGRID3
* xyz 0 1
N -0.40 -1.03 1.83
C -0.76 0.25 1.49
C -0.87 1.21 2.51
C -1.05 2.52 2.21
C -1.25 3.04 0.87
C -1.26 2.08 -0.11
C -1.16 0.77 0.21
O -1.39 -0.10 -0.83
C -0.32 -0.80 -1.26
C 0.94 -0.19 -1.05
C 2.15 -0.66 -1.45
C 2.10 -2.01 -1.92
C 0.97 -2.71 -2.02
C -0.26 -2.12 -1.64
H -0.38 -1.67 0.98
H 0.54 -1.18 2.23
H -0.78 0.86 3.52
H -1.06 3.26 3.05
H -1.32 4.13 0.54
H -1.23 2.39 -1.12
H 0.74 1.01 -0.72
H 3.07 -0.10 -1.37
H 3.08 -2.44 -2.27
H 1.07 -3.78 -2.30
H -1.19 -2.73 -1.39
*
```



(2)
Computed, not measured: 2 unconnected molecules or ions with the total composition CHN2O2P in a non-equilibrium geometry, with the ωB97M-V functional and the def2-TZVPD basis.

The calculation puts the HOMO energy (alpha / beta) at -10.3 / -9.7 eV. Its LUMO energy (alpha / beta) is -2.225 / -2.129 eV.

```
! RIJCOSX wB97M-V def2-TZVPD def2/J DEFGRID3
* xyz 0 1
C 0.68 -1.26 -1.21
N 1.35 -1.42 -2.14
N -2.06 -0.12 -1.11
O -2.95 -0.79 -1.50
O -1.72 1.02 -1.20
P -0.20 -1.02 0.30
H -0.15 0.41 0.55
*
```



(3)
Computed, not measured: 4 unconnected molecules or ions with the total composition C2H14N2O3 in a non-equilibrium geometry, with the ωB97M-V functional and the def2-TZVPD basis.

The expectation value of S² is 0.755. The calculation puts the HOMO energy (alpha / beta) at -15.0 / -14.9 eV. Its LUMO energy (alpha / beta) is -3.370 / -8.574 eV.

```
! RIJCOSX wB97M-V def2-TZVPD def2/J DEFGRID3
* xyz 1 2
C 1.16 0.67 1.12
N 0.00 -0.16 0.85
C -1.26 0.56 1.00
N -2.39 0.22 0.19
H 2.02 0.08 1.34
H 0.92 1.28 2.03
H 1.19 1.47 0.38
H -0.11 -0.95 1.50
H -1.48 0.66 2.10
H -1.10 1.64 0.84
H -3.15 0.84 0.45
H -2.74 -0.73 0.31
H -1.07 0.19 -1.58
H -1.89 0.62 -2.66
O -1.15 0.03 -2.53
H 1.70 -1.85 -0.37
H 2.97 -2.26 0.29
O 2.04 -2.14 0.49
H 1.47 0.69 -1.92
H 1.04 -0.66 -2.07
O 1.82 -0.19 -1.77
*
```



(4)
Computed, not measured: a molecular structure, C4H5CoF3N5O17 in a non-equilibrium geometry, with the ωB97M-V functional and the def2-TZVPD basis.

The expectation value of S² is 3.754. The calculation puts the HOMO energy (alpha / beta) at 0.3 / 0.3 eV. Its LUMO energy (alpha / beta) is 6.334 / 6.331 eV.

```
! RIJCOSX wB97M-V def2-TZVPD def2/J DEFGRID3
* xyz -3 4
Co 0.35 -0.86 0.62
N 2.01 -3.16 -1.35
O 3.10 -3.45 -0.97
O 1.65 -3.80 -2.28
O 1.34 -2.29 -0.71
N 2.68 -2.16 2.30
O 2.05 -1.20 1.84
O 3.87 -2.37 2.08
O 1.97 -2.99 2.82
N -2.65 -0.66 -0.63
O -1.39 -0.67 -0.61
O -3.32 -1.24 -1.46
O -3.27 -0.09 0.28
N -0.93 1.51 2.55
O -0.67 1.47 3.77
O -1.94 2.07 2.16
O -0.19 0.86 1.90
N -1.16 -2.66 2.93
O -0.80 -3.70 3.40
O -0.81 -2.42 1.79
O -1.81 -1.83 3.59
C -2.09 2.99 -1.21
C -0.59 3.07 -0.99
O 0.23 2.57 -1.98
C 1.12 1.51 -1.72
O 1.25 1.03 -0.56
C 1.81 0.84 -2.96
F 2.71 1.75 -3.40
F 2.47 -0.22 -2.46
F 0.98 0.48 -3.91
H -2.38 3.62 -2.05
H -2.72 3.38 -0.41
H -2.30 1.96 -1.48
H -0.43 2.60 -0.02
H -0.16 4.07 -0.88
*
```